DFT (ωB97M-V/def2-TZVPD) results for a structure of composition C40H54BClIN9OSTi.

```
109
Properties=species:S:1:pos:R:3:forces:R:3:mulliken_charge:R:1
Ti -0.0992 -0.8609 0.2418 0.088 -0.009 -0.205 -0.814
C 1.9798 -3.7305 -2.6999 -0.020 0.000 -0.012 -1.244
C 2.2986 -3.4999 -1.2199 0.068 0.006 0.003 0.588
C 1.2586 -4.1384 -0.3090 -0.020 -0.036 0.066 -1.646
C 2.5392 -2.0436 -0.9464 0.013 -0.062 -0.007 -0.045
C 3.5236 -1.2295 -1.4852 0.024 -0.048 0.027 -1.227
C 3.4039 0.0116 -0.8740 -0.011 0.107 0.057 0.102
C 4.2739 1.2075 -1.1411 -0.009 -0.020 -0.056 0.178
C 3.4743 2.4863 -1.3861 -0.006 0.037 0.015 -1.526
C 5.3545 1.4040 -0.0751 0.013 0.024 0.036 -1.311
N 2.3831 -0.0492 0.0051 -0.030 -0.061 0.037 0.606
N 1.8349 -1.3255 -0.0538 -0.047 0.058 0.021 -0.058
B 1.9821 0.8969 1.2109 -0.053 0.067 0.029 0.558
N 0.7561 1.7478 0.7731 0.034 -0.018 0.061 0.732
N -0.2965 1.1141 0.1578 0.088 0.153 0.035 1.190
C -1.2221 2.0439 -0.1577 -0.074 0.052 -0.048 -1.194
C -0.7579 3.2788 0.2604 0.007 -0.055 0.023 -0.742
C 0.4866 3.0575 0.8528 0.019 0.014 -0.061 -0.125
C 1.3859 4.0490 1.5243 0.001 -0.026 -0.019 1.247
C 0.8951 4.2733 2.9590 -0.010 -0.002 0.038 -1.544
C 1.4430 5.3601 0.7435 0.000 0.016 -0.012 -1.661
C -2.5009 1.6987 -0.8552 0.022 0.013 -0.058 3.253
C -3.6944 2.2413 -0.0697 0.003 0.016 0.026 -1.668
C -2.4849 2.2565 -2.2815 -0.005 0.013 -0.005 -1.546
N 1.5162 -0.0143 2.3795 0.039 0.021 -0.112 1.047
N 0.3068 -0.6706 2.2101 0.120 0.025 0.182 0.719
C -0.0251 -1.2216 3.4069 -0.083 0.062 -0.033 -0.196
C 0.9766 -0.9435 4.3097 -0.005 -0.120 -0.089 -0.669
C 1.9459 -0.2004 3.6330 -0.035 0.025 0.057 -0.399
C 3.2171 0.2715 4.2805 0.008 -0.024 0.040 0.252
C 4.3993 0.5866 3.3740 0.063 -0.015 -0.016 -1.465
C 2.9165 1.4428 5.2238 0.019 0.043 -0.026 -1.419
C -1.3161 -1.9321 3.6767 -0.018 0.076 0.085 -0.220
C -2.5093 -1.0438 3.3107 0.022 -0.035 -0.050 -1.171
C -1.4159 -3.3060 3.0096 0.110 -0.117 0.004 -1.033
H 1.8231 -4.7919 -2.8892 0.009 -0.007 0.011 0.455
H 2.7871 -3.3907 -3.3478 0.004 0.021 0.004 0.434
H 1.0679 -3.1996 -2.9839 0.001 -0.025 -0.006 0.143
H 3.2615 -3.9761 -1.0052 -0.013 -0.001 -0.040 0.695
H 0.2426 -3.8776 -0.6076 -0.025 0.031 0.006 0.332
H 1.4038 -3.8689 0.7393 0.002 0.015 -0.014 0.255
H 1.3318 -5.2232 -0.3761 -0.011 -0.001 -0.026 0.591
H 4.2692 -1.5066 -2.2117 0.001 -0.007 -0.010 0.632
H 4.7877 0.9530 -2.0719 -0.003 0.023 0.008 0.678
H 2.9196 2.7902 -0.4990 0.016 -0.001 -0.005 0.409
H 2.7690 2.3756 -2.2122 -0.007 -0.011 0.001 0.318
H 4.1546 3.2986 -1.6409 0.004 -0.008 -0.022 0.533
H 4.9360 1.7710 0.8608 0.005 -0.015 -0.038 0.054
H 6.0755 2.1399 -0.4296 0.005 0.003 0.008 0.505
H 5.8913 0.4770 0.1262 0.004 -0.006 0.002 0.395
H 2.8787 1.5979 1.5097 -0.015 -0.019 -0.005 -0.625
H -1.2595 4.2250 0.1572 -0.006 0.008 0.001 0.633
H 2.3889 3.6202 1.5690 0.008 0.014 0.002 -0.213
H -0.1008 4.7185 2.9607 -0.004 0.007 -0.009 0.368
H 1.5694 4.9512 3.4816 0.003 0.003 0.006 0.457
H 0.8455 3.3370 3.5175 -0.004 0.000 -0.007 0.286
H 0.4633 5.8381 0.7055 -0.007 0.003 0.004 0.355
H 1.7881 5.2078 -0.2798 -0.002 -0.006 0.001 0.299
H 2.1256 6.0539 1.2326 0.006 -0.006 0.005 0.467
H -2.5933 0.6079 -0.9080 0.006 0.039 0.023 -1.870
H -3.6422 3.3281 0.0168 -0.002 0.010 -0.013 0.428
H -3.7427 1.8135 0.9315 0.008 0.004 0.000 0.331
H -4.6215 1.9863 -0.5821 -0.003 0.006 -0.007 0.401
H -2.3981 3.3442 -2.2747 0.004 0.011 0.007 0.421
H -3.4136 1.9946 -2.7878 0.006 -0.012 0.000 0.400
H -1.6548 1.8552 -2.8653 -0.007 0.002 -0.005 0.214
H 1.0169 -1.2528 5.3404 -0.007 0.004 0.014 0.629
H 3.5057 -0.5858 4.8970 0.004 0.055 0.038 0.682
H 4.3086 1.5703 2.9177 0.006 -0.001 0.048 0.080
H 4.5334 -0.1570 2.5857 -0.023 0.010 -0.001 0.302
H 5.3053 0.5970 3.9790 0.015 -0.015 -0.009 0.508
H 2.5798 2.3134 4.6574 0.015 0.001 -0.004 0.209
H 3.8220 1.7230 5.7609 0.001 -0.005 0.012 0.415
H 2.1498 1.1930 5.9558 -0.014 -0.010 -0.003 0.421
H -1.3214 -2.0845 4.7581 0.000 0.031 -0.011 0.547
H -2.5361 -0.8460 2.2335 -0.012 -0.008 0.032 -0.121
H -2.4794 -0.0895 3.8367 0.003 0.005 0.005 0.419
H -3.4407 -1.5490 3.5652 -0.010 0.007 -0.001 0.435
H -1.8647 -3.2288 2.0243 0.008 0.015 -0.119 -0.163
H -2.0495 -3.9608 3.6065 -0.042 0.007 -0.027 0.517
H -0.4435 -3.7932 2.9106 -0.008 0.010 0.063 0.311
Cl -2.5862 -3.4156 -5.6747 -0.003 -0.009 0.001 -0.221
C -2.2127 -3.0620 -4.0304 0.003 0.011 0.001 0.533
C -2.7425 -3.8241 -3.0304 0.028 0.013 0.036 -0.411
C -2.4854 -3.5460 -1.6596 -0.052 0.167 -0.120 0.260
I -3.2703 -4.7887 -0.2184 -0.015 -0.038 0.056 0.183
C -1.7227 -2.4563 -1.3577 0.022 -0.056 0.091 -0.564
O -1.3884 -2.0130 -0.1039 0.000 -0.369 -0.081 -0.101
C -1.1102 -1.7120 -2.3808 -0.164 -0.003 -0.113 -0.481
N -0.2672 -0.7413 -1.9467 0.012 -0.027 0.128 1.858
C 0.3554 0.0073 -2.8394 0.015 -0.003 -0.072 -1.252
C 0.1823 -0.1785 -4.2160 -0.001 0.005 0.066 -1.343
C -0.6602 -1.1683 -4.6656 0.013 -0.002 0.007 -1.140
C -1.3382 -1.9779 -3.7369 -0.043 0.006 0.038 0.311
H -3.3772 -4.6626 -3.2811 0.001 -0.004 -0.009 0.566
H 1.0090 0.7802 -2.4519 0.005 -0.001 -0.005 0.809
H 0.7149 0.4579 -4.9077 0.000 -0.001 -0.005 0.568
H -0.8000 -1.3365 -5.7254 -0.005 0.007 0.001 0.613
S -4.5098 -1.1437 0.0741 -0.071 -0.028 0.096 -0.515
C -5.1630 -0.8974 -1.4316 -0.083 -0.015 -0.058 0.132
N -6.5381 -0.8507 -1.5642 0.054 -0.005 0.006 0.000
C -7.1808 -0.6780 -2.7338 0.065 0.003 -0.075 -0.223
C -6.4498 -0.5297 -3.8723 -0.021 -0.019 0.102 -1.045
C -5.0513 -0.5697 -3.7102 -0.041 0.038 -0.143 0.168
N -4.4273 -0.7384 -2.5707 0.055 -0.021 0.096 0.160
H -7.0588 -0.9662 -0.7050 -0.015 -0.008 0.015 0.270
H -8.2609 -0.6688 -2.6940 -0.003 0.009 -0.020 0.428
H -6.9141 -0.3874 -4.8341 -0.002 -0.006 -0.006 0.437
H -4.4158 -0.4501 -4.5845 -0.012 -0.007 0.015 0.478
```
Forces are in eV/Å.

Properties
2S+1: 1
Energy above the lowest of the compared OMol25 structures with the same formula, charge and spin in kcal per mole: 29.7
Max |F| in eV/A: 0.4
HOMO in eV: -12.56
Net charge: +2

DFT (ωB97M-V/def2-TZVPD) results for a cluster of 2 separate species, C9H16BrO7P in total at a distorted geometry.

```
34
Properties=species:S:1:pos:R:3:forces:R:3:mulliken_charge:R:1
C 1.7407 -0.3681 3.5485 -0.476 -0.757 -1.366 -0.127
C 0.7310 -0.1207 2.8955 -0.144 -0.475 -0.433 -0.607
C -0.5641 0.0362 2.0013 1.101 0.446 1.271 0.004
C -1.6464 0.9998 2.7206 -0.683 -0.268 -1.176 -0.541
C -3.0070 0.1536 2.7942 2.132 0.059 -0.299 -0.402
O -4.1657 0.9880 3.0850 -1.141 -2.780 0.390 -0.242
C -5.2333 0.1833 3.5058 -1.374 1.173 1.137 0.658
O -6.0698 0.5704 4.2889 1.798 -0.361 -1.357 -0.491
O -5.3900 -1.1591 3.0312 0.825 1.717 -0.463 -0.308
Br -5.8146 -1.1010 1.2336 0.152 -0.146 0.308 0.110
H 2.6974 -0.8825 3.8382 -1.642 1.236 -0.114 0.348
H -0.2639 0.4633 0.9687 -0.471 -0.956 1.690 0.118
H -1.0217 -1.0037 1.9058 0.823 1.305 -0.090 0.295
H -1.8133 1.8683 2.0014 0.155 -0.901 1.230 0.292
H -1.2990 1.3615 3.7305 -0.466 -0.408 -1.185 0.332
H -3.1011 -0.3532 1.7764 -0.199 0.545 1.471 0.264
H -2.8639 -0.5880 3.6360 -0.328 0.558 -1.121 0.319
C 3.7346 1.3172 -1.5777 0.422 0.130 0.388 -0.772
O 2.5635 0.5947 -1.1715 0.961 1.294 -3.295 -0.288
P 1.5754 -0.0230 -2.4296 -5.626 -4.869 6.359 1.043
O 0.3149 0.1915 -1.6078 0.861 1.041 -0.889 -0.611
O 2.1394 -1.5319 -2.1518 0.212 0.427 -1.087 -0.330
C 3.4460 -1.8560 -2.6106 0.194 -0.085 0.161 -0.658
O 0.7036 -0.6110 -3.7749 2.868 1.793 -1.132 -0.293
C -0.0687 0.3673 -4.4705 -0.367 0.185 -0.200 -0.665
H 3.7821 2.2518 -1.0169 -0.001 -0.037 -0.063 0.240
H 4.6227 0.7233 -1.3508 0.037 0.075 -0.082 0.284
H 3.7179 1.5484 -2.6449 0.200 0.127 0.071 0.365
H 4.1397 -1.8379 -1.7663 0.026 0.038 -0.076 0.232
H 3.7905 -1.1543 -3.3763 0.129 -0.148 -0.047 0.328
H 3.4329 -2.8605 -3.0342 -0.047 0.091 -0.012 0.270
H 0.5486 1.2332 -4.7173 -0.210 0.017 -0.141 0.306
H -0.9215 0.6788 -3.8661 0.125 0.011 0.084 0.275
H -0.4368 -0.0793 -5.3944 0.155 -0.074 0.068 0.252
```
Forces are in eV/Å.

Properties
2S+1: 1
Max |F| in eV/A: 9.8
HOMO in eV: -9.75